No. 1
{
  "formula": "C3H6N4O",
  "method": "ωB97M-V with the def2-TZVPD basis set",
  "e_above_lowest_kcal_mol": 52.1,
  "lumo_ev": 0.59,
  "smiles": "[H]/N=c1/[nH]c(N)c(O)[nH]1",
  "total_energy_ha": -412.1260,
  "total_charge": 0,
  "gap_ev": 7.39,
  "homo_energy_ev": -6.7914,
  "species": ["H", "N", "C", "N", "C", "N", "C", "O", "N", "H", "H", "H", "H", "H"],
  "positions_angstrom": [[-3.286823, -0.796289, 0.014871], [-2.729299, 0.063993, 0.006862], [-1.469515, -0.065422, -0.162906], [-0.562531, 0.982433, -0.114979], [0.760555, 0.605251, -0.168408], [1.602889, 1.663669, -0.031131], [0.759541, -0.786352, -0.154422], [1.901030, -1.636449, -0.084090], [-0.555478, -1.250028, -0.201927], [-1.021653, 1.611965, 0.535501], [1.430009, 2.483068, -0.532259], [2.501279, 1.471435, 0.235770], [1.739971, -2.193312, 0.718806], [-1.069974, -2.153962, -0.061682]],
  "forces_ev_per_a": [[0.603, 0.343, -0.002], [0.226, -0.358, -0.367], [2.245, -2.542, 0.468], [-3.543, 0.133, -0.544], [-1.030, -2.784, 1.096], [-0.537, -0.732, 0.597], [2.440, 1.535, 0.084], [-2.075, 0.227, 0.596], [-4.055, 0.769, -0.175], [1.189, 0.894, -0.206], [-0.219, 1.021, -0.942], [2.491, -0.283, 0.498], [0.421, 0.621, -0.929], [1.844, 1.153, -0.175]]
}



No. 2
{
  "formula": "C4H3OP",
  "method": "ωB97M-V with the def2-TZVPD basis set",
  "e_above_lowest_kcal_mol": 45.7,
  "lumo_ev": -1.59,
  "smiles": "C#C/P=C/C=O",
  "total_energy_ha": -570.6781,
  "total_charge": 0,
  "gap_ev": 8.22,
  "homo_energy_ev": -9.8107,
  "species": ["C", "C", "P", "C", "C", "O", "H", "H", "H"],
  "positions_angstrom": [[-2.960558, 0.341223, 0.040100], [-1.800916, -0.083391, 0.008179], [-0.430301, -1.178387, 0.069455], [0.750705, 0.053296, 0.082630], [2.151351, -0.218964, -0.049038], [3.142226, 0.464682, 0.080405], [-3.805713, 0.959156, -0.083899], [0.529725, 1.042669, 0.067193], [2.423477, -1.380282, -0.215027]],
  "forces_ev_per_a": [[3.116, -0.528, -0.425], [-3.066, 0.117, 0.467], [1.265, 1.473, -0.134], [-0.335, -2.675, -0.426], [2.710, -4.030, 0.317], [-1.113, 0.931, -0.160], [-0.589, 0.082, 0.133], [-1.041, 2.915, 0.138], [-0.946, 1.716, 0.091]]
}